No. 1
{
  "formula": "C9H9OP",
  "method": "wB97M-V/def2-TZVPD",
  "symbols": ["C", "C", "C", "C", "C", "C", "C", "C", "C", "O", "P", "H", "H", "H", "H", "H", "H", "H", "H", "H"],
  "coordinates": [[3.2632, -0.5903, -0.0431], [2.6886, -1.8677, 0.1762], [2.4516, 0.4750, -0.3701], [1.3036, -2.0775, 0.1907], [1.0848, 0.2256, -0.4306], [0.5346, -1.0252, -0.1951], [-2.3888, -0.3691, -1.3887], [-2.2863, 0.1550, -0.1458], [-2.9440, 1.0991, 0.7961], [-1.8609, -2.9619, 0.0134], [-1.2543, -1.2749, -0.2569], [4.3933, -0.4085, 0.0163], [3.2874, -2.6366, 0.5255], [2.8075, 1.5520, -0.4582], [0.6698, -3.0056, 0.3038], [0.2912, 0.8958, -0.7467], [-2.7881, -0.2149, -2.3053], [-2.5691, 0.9063, 1.8428], [-4.0017, 1.2242, 0.5571], [-2.2860, 1.9722, 0.5564]],
  "relative_energy_ev": 2.571,
  "molar_mass_g_mol": 164.1,
  "smiles": "CC1=C[P@@]1(=O)c1ccccc1",
  "total_energy_ev": -20811.0113,
  "orbital_gap_ev": [9.06, 9.06]
}

No. 2
{
  "formula": "C14H30F6N5O2PReSSb",
  "method": "wB97M-V/def2-TZVPD",
  "symbols": ["Re", "C", "S", "C", "O", "H", "H", "H", "H", "H", "H", "C", "N", "C", "N", "C", "N", "C", "P", "C", "C", "H", "H", "H", "H", "H", "H", "H", "H", "H", "H", "H", "H", "C", "N", "C", "C", "C", "N", "C", "C", "O", "H", "H", "H", "H", "H", "H", "H", "H", "H", "H", "H", "H", "F", "Sb", "F", "F", "F", "F", "F"],
  "coordinates": [[0.1400, 0.1959, 1.0654], [1.8125, 2.2967, 4.1330], [0.1953, 2.5946, 3.4506], [-0.8233, 2.4771, 4.9010], [-0.1600, 1.2115, 2.6996], [2.0060, 3.1380, 4.8043], [2.5359, 2.3177, 3.3204], [1.8187, 1.3572, 4.6829], [-0.5940, 3.3671, 5.4943], [-0.5930, 1.5680, 5.4538], [-1.8644, 2.5192, 4.5864], [2.5536, -2.1359, -3.1865], [1.4211, -2.8669, -2.6472], [1.9240, -3.9720, -1.8522], [2.8232, -3.4086, -0.7956], [4.0469, -2.8093, -1.3267], [3.4047, -1.6996, -2.0334], [2.9924, -0.6409, -1.3159], [1.1266, -1.1730, -0.4555], [0.4436, -2.0359, -1.9670], [2.2406, -2.8294, 0.2707], [2.2395, -1.2589, -3.7482], [3.1522, -2.7805, -3.8273], [2.5111, -4.6480, -2.4714], [1.1195, -4.5273, -1.3749], [4.5522, -3.4812, -2.0147], [4.7161, -2.4670, -0.5404], [2.5418, 0.1630, -1.9016], [3.6180, -0.3043, -0.4940], [0.0646, -1.2731, -2.6515], [-0.4109, -2.6431, -1.6588], [1.3541, -3.3549, 0.6307], [2.8952, -2.4391, 1.0448], [-3.3665, -1.4306, 1.5074], [-3.6513, -0.4916, 0.4104], [-5.0681, -0.4893, -0.0560], [-5.1668, 0.0898, -1.4490], [-4.4588, 1.4257, -1.5015], [-3.0653, 1.2845, -0.9923], [-2.0945, 2.2508, -1.5302], [-2.8013, 0.3594, -0.1049], [-1.5003, 0.2955, 0.3543], [-3.3718, -2.4510, 1.1263], [-4.1604, -1.3319, 2.2459], [-2.4190, -1.2162, 1.9890], [-5.6521, 0.0792, 0.6701], [-5.4048, -1.5241, -0.0267], [-6.2158, 0.2239, -1.7099], [-4.7385, -0.5970, -2.1816], [-4.9593, 2.1846, -0.8973], [-4.3816, 1.7992, -2.5205], [-1.8797, 2.0102, -2.5711], [-1.1762, 2.2647, -0.9529], [-2.5477, 3.2395, -1.4883], [1.8798, 0.0448, 1.6549], [3.4670, 3.6759, -0.3800], [2.1466, 2.5728, -1.1560], [4.3250, 2.0543, 0.0223], [4.9533, 4.2279, -1.2902], [3.0078, 3.8309, 1.4081], [2.4963, 5.1607, -0.8559]],
  "relative_energy_ev": 0.501,
  "molar_mass_g_mol": 785.4,
  "total_charge": 4,
  "total_energy_ev": -71604.4536,
  "orbital_gap_ev": [5.68, 5.68]
}